A) DFT (the ωB97M-V functional and the def2-TZVPD basis) results for C21H31N3O4 in the gas phase.

Last column: Mulliken charge in e.
Cartesian coordinates (Å):
C  0.30315  2.55382  -1.24799  -1.07
O  1.31958  1.58478  -1.32106  -0.51
C  1.44032  0.70563  -0.29374  1.12
C  0.76238  0.78000  0.90928  -0.12
C  0.99959  -0.15324  1.91805  -0.18
C  0.27605  -0.05003  3.22429  0.14
O  0.86300  0.19664  4.26376  -0.68
N  -1.06087  -0.25092  3.18019  0.17
C  -1.84645  -0.62044  2.02978  -0.86
C  -2.91922  0.43921  1.77208  -0.58
N  -3.71318  0.62913  2.97042  0.04
C  -4.87422  1.45642  2.73720  -1.12
C  -2.91620  1.01900  4.12746  0.09
C  -2.23306  2.39051  4.03507  -1.22
C  -1.86858  -0.07759  4.36544  -1.37
C  1.96259  -1.12852  1.73903  -0.75
C  2.62888  -1.23328  0.52632  -0.67
C  2.34734  -0.35705  -0.50650  0.65
O  2.89465  -0.39770  -1.75370  -0.47
C  3.35399  -1.61645  -2.31055  -0.05
C  2.36652  -2.78549  -2.18512  -0.84
C  0.98050  -2.36912  -2.68876  -0.85
N  1.09000  -1.32518  -3.68811  0.18
C  0.29308  -0.23499  -3.57507  1.29
C  0.56236  0.90508  -4.53038  -1.73
O  -0.61378  -0.19667  -2.76285  -0.67
C  2.22480  -1.48908  -4.56227  -0.94
C  3.55141  -1.29791  -3.80024  -0.89
H  -0.68299  2.08115  -1.20876  0.38
H  0.38714  3.13729  -2.16327  0.26
H  0.43677  3.21851  -0.38775  0.41
H  0.04227  1.56379  1.08176  0.29
H  -2.34541  -1.57351  2.24623  0.32
H  -1.21251  -0.74280  1.15234  0.38
H  -2.44664  1.37499  1.42757  0.26
H  -3.58140  0.08975  0.97614  0.49
H  -4.63458  2.45246  2.33581  0.38
H  -5.52284  0.95036  2.02158  0.36
H  -5.41850  1.57860  3.67216  0.34
H  -3.60062  1.02832  4.98456  0.48
H  -2.95384  3.16829  3.79429  0.41
H  -1.45074  2.38542  3.28042  0.11
H  -1.77429  2.62966  4.99040  0.42
H  -2.37700  -1.02072  4.59416  0.37
H  -1.20449  0.19035  5.18824  0.52
H  2.18264  -1.81694  2.53980  0.52
H  3.37636  -2.00084  0.39692  0.50
H  4.31684  -1.89484  -1.85301  0.47
H  2.76750  -3.60691  -2.78192  0.48
H  2.28291  -3.13072  -1.15621  0.47
H  0.37465  -1.96439  -1.87420  0.31
H  0.45468  -3.23573  -3.10922  0.36
H  0.49312  0.57841  -5.56547  0.46
H  1.55059  1.31566  -4.33940  0.30
H  -0.18352  1.67512  -4.35506  0.40
H  2.16791  -0.79771  -5.40000  0.37
H  2.17654  -2.50826  -4.96442  0.31
H  4.32158  -1.93923  -4.22781  0.44
H  3.88321  -0.26209  -3.86789  0.34

E_HOMO: -0.2969 Ha
LUMO: 0.7 eV

***

B) DFT (the ωB97M-V functional and the def2-TZVPD basis) results for C21H31N3O4 in the gas phase.

Last column: Mulliken charge in e.
Cartesian coordinates (Å):
C  -2.37327  0.21521  1.89987  -1.31
C  -1.88065  -1.21775  1.72992  -0.07
C  -0.80148  -1.60757  2.73878  -0.26
C  0.49183  -0.80006  2.55856  -1.09
N  1.64360  -1.24953  3.32500  0.29
C  1.44631  -1.19351  4.76317  -0.52
C  2.76218  -0.96148  5.50240  -1.38
C  2.18470  -2.53265  2.89241  -0.78
C  2.60940  -2.49248  1.46435  0.27
C  3.76523  -2.06759  0.87668  -0.71
C  3.58471  -2.23144  -0.51749  -0.64
C  2.33169  -2.74903  -0.68193  0.66
C  1.52716  -3.04417  -1.90874  -1.36
N  1.20915  -1.83571  -2.65044  -0.22
C  0.14515  -1.05870  -2.24313  0.52
O  -0.69607  -1.46211  -1.47012  -0.72
N  0.13620  0.17087  -2.84614  0.02
C  -0.82504  1.18066  -2.73461  -0.60
C  -1.85569  1.16866  -1.81354  -0.47
C  -2.76319  2.21537  -1.74154  -0.98
C  -2.64232  3.29428  -2.60104  0.47
O  -3.46866  4.38228  -2.62780  -0.47
C  -4.53504  4.42731  -1.71217  -0.83
C  -1.60458  3.31826  -3.53717  -0.29
C  -0.70166  2.27855  -3.61012  1.16
O  0.34872  2.21770  -4.49565  -0.47
C  0.50566  3.27528  -5.40960  -0.92
O  1.74187  -2.90679  0.51891  -0.20
H  -2.68509  0.39487  2.92789  0.43
H  -1.59515  0.92957  1.64350  0.33
H  -3.22543  0.39676  1.24864  0.32
H  -2.72798  -1.89731  1.85410  0.39
H  -1.49249  -1.35571  0.71965  -0.03
H  -0.57869  -2.66749  2.60099  0.24
H  -1.18186  -1.47238  3.75509  0.37
H  0.76885  -0.81340  1.50272  0.16
H  0.31832  0.24183  2.84072  0.45
H  0.96215  -2.10562  5.15193  0.29
H  0.78444  -0.34964  4.96976  0.46
H  3.28002  -0.11182  5.06649  0.33
H  2.56392  -0.75528  6.55141  0.43
H  3.41308  -1.82984  5.44493  0.35
H  1.46426  -3.35871  3.02393  0.30
H  3.06261  -2.74243  3.50660  0.48
H  4.63195  -1.68446  1.37432  0.55
H  4.29355  -2.00416  -1.28856  0.51
H  2.06089  -3.72431  -2.57775  0.44
H  0.57843  -3.48912  -1.60157  0.37
H  1.99692  -1.36790  -3.07206  0.23
H  0.83398  0.36908  -3.54888  0.28
H  -1.95200  0.32652  -1.15066  0.56
H  -3.55124  2.16662  -1.00853  0.34
H  -4.17716  4.42004  -0.67751  0.33
H  -5.22882  3.59368  -1.86164  0.33
H  -5.05234  5.36547  -1.90768  0.25
H  -1.54576  4.17406  -4.18846  0.47
H  1.37530  3.01755  -6.01278  0.25
H  0.68862  4.22422  -4.89639  0.35
H  -0.36917  3.37545  -6.05903  0.36

E_HOMO: -0.2800 Ha
LUMO: 0.6 eV

***

Quick one: least stable of them? B)

***

A) DFT (the ωB97M-V functional and the def2-TZVPD basis) results for a molecular structure, C4H8N4.

Last column: Mulliken charge in e.
Cartesian coordinates (Å):
C  1.40312  -0.89316  0.58393  -0.96
C  1.02540  0.97140  -0.72941  -0.97
C  -1.65968  -0.94769  -0.68361  -0.24
C  -1.33234  0.60944  0.66083  -0.14
H  1.48727  -0.09086  1.18268  0.48
H  2.55002  -0.89464  0.38393  0.36
H  1.28602  -1.95120  1.21010  0.26
H  0.05042  1.84382  -1.26142  0.25
H  1.14958  1.56919  0.19786  0.40
H  1.95327  0.97098  -1.40923  0.30
H  -1.40448  -1.69635  -1.21620  0.60
H  -1.00186  1.22795  1.46656  0.41
N  0.68190  -0.32739  -0.47686  -0.14
N  -0.68538  -0.42805  0.11323  0.24
N  -2.82093  -0.52316  -0.40084  -0.41
N  -2.68233  0.55970  0.37846  -0.45

E_HOMO: -0.3471 Ha
LUMO: 0.6 eV

***

B) DFT (the ωB97M-V functional and the def2-TZVPD basis) results for C4H8N4 in the gas phase.

Last column: Mulliken charge in e.
Cartesian coordinates (Å):
C  -1.74423  -0.48489  1.10327  -0.07
C  -0.46557  -0.97574  -0.76271  -0.26
C  -0.88043  1.14190  -0.34800  -0.16
C  1.68521  -1.70089  0.44183  -0.75
N  -1.12785  -1.28319  0.33199  -0.37
N  -1.74309  0.84887  0.64250  -0.15
N  -0.98862  2.26386  -1.03606  -0.28
N  0.89113  -1.17515  -0.72653  -0.09
H  -2.34839  -0.64966  1.95475  0.41
H  1.17640  -2.36948  1.15718  0.25
H  2.45384  -2.29305  -0.07000  0.31
H  2.16192  -0.68648  0.92592  0.20
H  -2.45677  1.45790  1.08221  0.23
H  -0.22195  2.85463  -1.44378  0.24
H  -1.71407  2.94038  -0.95443  0.21
H  1.34405  -1.50872  -1.56240  0.27

E_HOMO: -0.2537 Ha
LUMO: 0.9 eV

***

Quick one: least stable of them? A)

***

A) DFT (the ωB97M-V functional and the def2-TZVPD basis) results for C4H8N4 in the gas phase.

Last column: Mulliken charge in e.
Cartesian coordinates (Å):
C  2.70446  -0.77013  0.06480  -1.00
C  1.28889  -0.21814  -0.08597  0.48
N  0.26047  -1.08378  -0.18475  -0.56
C  -0.92586  -0.37992  -0.19124  0.40
N  -1.99873  -1.09170  -0.13856  -0.37
N  -3.17031  -0.21038  -0.01228  -0.56
C  -0.58384  1.11771  -0.17711  -0.11
N  0.85797  1.19432  0.12453  -0.35
H  2.80497  -1.90774  0.19616  0.28
H  3.17919  -0.48559  1.00757  0.30
H  3.35865  -0.53320  -0.85257  0.25
H  -3.09271  0.39873  0.86414  0.19
H  -4.01697  -0.74223  0.45909  0.30
H  -0.75936  1.47600  -1.27936  0.22
H  -1.27392  1.45874  0.63640  0.27
H  1.36709  1.77731  -0.43087  0.28

E_HOMO: -0.3047 Ha
LUMO: 0.7 eV

***

B) DFT (the ωB97M-V functional and the def2-TZVPD basis) results for 2 unconnected molecules or ions with the total composition C4H8N4.

Last column: Mulliken charge in e.
Cartesian coordinates (Å):
H  -3.03009  0.63547  0.02013  0.23
N  -2.09675  0.19746  -0.00045  -0.21
N  -1.78153  -0.17098  -1.12407  -0.26
N  -0.70777  -0.90397  -1.59158  -0.05
C  0.18101  -0.42767  -2.34602  -0.33
H  1.00006  -1.04194  -2.69375  0.31
H  0.07637  0.66079  -2.52943  0.29
C  0.58024  1.94588  0.25167  -0.07
C  0.49700  1.02323  1.01269  -0.12
C  0.49408  -0.16505  1.86139  -0.80
N  1.00521  -1.37445  1.22529  -0.60
H  0.80618  2.77923  -0.35030  0.42
H  -0.53165  -0.35853  2.18915  0.32
H  1.09696  0.03335  2.75438  0.34
H  0.45086  -1.60585  0.40750  0.28
H  1.95981  -1.22696  0.91338  0.26

E_HOMO: -0.3181 Ha
LUMO: 0.5 eV

***

C) DFT (the ωB97M-V functional and the def2-TZVPD basis) results for C4H8N4 in the gas phase.

Last column: Mulliken charge in e.
Cartesian coordinates (Å):
C  2.08983  1.80404  0.53102  0.16
C  -0.56964  -1.74268  0.87619  0.27
C  0.81821  2.35431  -0.08716  -1.00
C  -1.20850  -2.35527  -0.34412  -1.07
N  2.35456  0.59747  0.80534  -0.29
N  1.70025  -0.52014  0.51032  -0.72
N  -0.55320  -0.37605  1.46288  -0.84
N  0.53469  -0.76310  0.88845  0.86
H  2.72660  2.56851  0.70542  0.44
H  -0.23937  -2.49364  1.61287  0.33
H  -0.23417  1.99262  0.24838  0.28
H  0.79417  2.08510  -1.09677  0.30
H  0.78378  3.36246  0.13768  0.34
H  -1.93340  -3.05084  0.06378  0.28
H  -0.39273  -2.68105  -0.98554  0.31
H  -1.63225  -1.66348  -1.02879  0.35

E_HOMO (spin up / spin down): -0.3049 / -0.3048 Ha
LUMO (spin up / spin down): 1.0 / 1.0 eV

***

Quick one: least stable of them? C)

***

A) DFT (the ωB97M-V functional and the def2-TZVPD basis) results for 2 unconnected molecules or ions with the total composition C4H8N4.

Last column: Mulliken charge in e.
Cartesian coordinates (Å):
C  0.05820  -1.25172  -0.79436  -0.97
C  0.42729  0.29797  0.68252  0.81
C  1.12604  0.53684  -0.54525  0.14
N  -0.82502  -0.94993  -1.81454  -0.43
C  -1.42552  1.30595  1.70196  -0.25
N  -0.88595  0.86322  0.64718  -0.33
N  1.09661  -0.25520  1.65758  -0.80
N  2.04221  0.78459  -1.29806  -0.51
H  0.85648  0.11828  2.57258  0.23
H  2.43381  0.09218  -1.93788  0.28
H  -1.66218  -0.47031  -1.50681  0.28
H  -0.42448  -0.51550  -2.63465  0.26
H  0.96493  -1.76971  -1.09492  0.46
H  -0.40656  -1.76394  0.04040  0.40
H  -2.44534  1.67555  1.64788  0.26
H  -0.93051  1.30172  2.67637  0.16

E_HOMO: -0.2603 Ha
LUMO: 0.6 eV

***

B) DFT (the ωB97M-V functional and the def2-TZVPD basis) results for C4H8N4 in the gas phase.

Last column: Mulliken charge in e.
Cartesian coordinates (Å):
H  0.63484  -1.32823  0.20495  0.32
N  1.44594  -0.99603  0.81367  -0.57
C  1.01407  -0.30742  1.82412  0.00
N  -0.19819  0.27695  2.23618  -0.18
C  -1.36085  0.42384  1.47102  0.01
N  -1.59347  0.70428  0.22593  -0.40
C  -0.86262  0.62653  -0.87899  0.02
N  -0.52637  -0.43025  -1.42060  -0.51
C  0.41156  -0.30671  -2.55929  -0.71
H  1.93207  -0.02382  2.48203  0.27
H  -0.31098  0.27739  3.32794  0.31
H  -2.25123  0.53849  2.17513  0.25
H  -0.53481  1.59364  -1.21045  0.38
H  0.11594  -1.06448  -3.30966  0.28
H  1.48697  -0.69267  -2.34887  0.23
H  0.59713  0.70850  -3.03311  0.29

E_HOMO: -0.3361 Ha
LUMO: 0.5 eV

***

C) DFT (the ωB97M-V functional and the def2-TZVPD basis) results for a molecular structure, C4H8N4.

Last column: Mulliken charge in e.
Cartesian coordinates (Å):
C  -3.79451  1.52966  -0.00567  -0.54
C  -0.57837  -0.09445  0.66840  -0.41
C  0.62412  -0.45884  -0.01177  0.04
C  4.08127  -1.04311  -0.58167  -0.29
H  -4.79673  1.04696  0.49364  0.22
H  -3.63587  0.97194  -1.07064  0.27
H  -3.66839  2.73687  -0.01486  0.24
H  -0.51769  -0.33147  1.74183  0.33
H  0.39774  -0.61282  -1.24536  0.21
H  2.43564  -0.58818  1.06332  0.29
H  4.30530  -0.87441  0.61164  0.18
H  4.74877  -1.55879  -1.38489  0.27
N  -2.64468  0.90833  0.65544  -0.32
N  -1.56901  0.75560  -0.02251  -0.09
N  1.87563  -1.20258  0.07135  -0.10
N  2.73677  -1.18471  -0.96826  -0.30

E_HOMO: -0.3110 Ha
LUMO: -0.1 eV

***

Quick one: least stable of them? C)

***

A) DFT (the ωB97M-V functional and the def2-TZVPD basis) results for a molecular structure, C4H8N4.

Last column: Mulliken charge in e.
Cartesian coordinates (Å):
C  -1.15466  0.99838  -1.17939  -1.01
N  -0.47247  0.26031  -0.14910  0.08
N  1.60916  0.28331  0.91312  -0.31
C  0.33442  0.81262  1.04869  0.32
C  0.09574  -0.96370  -0.26796  0.48
N  -0.32720  -1.90214  -1.17310  -0.45
C  1.00582  -1.03043  0.77234  -0.73
N  -0.13171  1.80474  1.69529  -0.67
H  2.24986  0.42096  1.68131  0.28
H  0.02282  -2.83568  -1.02863  0.23
H  -1.29429  -1.84801  -1.45559  0.20
H  0.57375  2.29648  2.23533  0.23
H  1.48956  -1.89003  1.19688  0.32
H  -1.30080  2.00405  -0.78739  0.41
H  -0.57021  1.03358  -2.10460  0.33
H  -2.12976  0.55556  -1.39721  0.28

E_HOMO: -0.2493 Ha
LUMO: 0.9 eV

***

B) DFT (the ωB97M-V functional and the def2-TZVPD basis) results for a molecular structure, C4H8N4.

Last column: Mulliken charge in e.
Cartesian coordinates (Å):
C  0.34970  0.37642  -0.34897  0.44
C  -1.76964  -1.30789  1.88075  -0.34
C  -0.20318  0.07414  -1.72816  -0.16
C  -0.69695  -1.00005  -2.19348  -0.57
H  2.46665  2.38371  0.59963  0.32
H  2.97237  0.70204  0.56003  0.27
H  0.48346  0.43248  1.63483  0.36
H  -1.37389  -1.19916  2.93968  0.24
H  -2.48679  -2.10194  1.72870  0.26
H  0.38723  0.90408  -2.29895  0.28
H  -0.96090  -1.29483  -3.21687  0.28
H  -0.86241  -1.83337  -1.45403  0.21
N  1.86797  1.45597  0.73011  -0.78
N  1.23554  1.29901  -0.46651  -0.37
N  -0.00023  -0.05939  0.90839  0.00
N  -1.20405  -0.81684  0.80603  -0.42

E_HOMO: -0.3017 Ha
LUMO: 0.7 eV

***

C) DFT (the ωB97M-V functional and the def2-TZVPD basis) results for C4H8N4 in the gas phase.

Last column: Mulliken charge in e.
Cartesian coordinates (Å):
C  -1.29923  1.63901  0.48964  -1.22
C  -1.00544  0.54493  -0.45271  0.34
N  -1.91130  -0.55330  -0.20292  -0.45
N  -1.23859  -1.53006  0.14034  -0.28
C  0.15602  -1.29574  0.20122  -0.62
C  0.40320  -0.01935  -0.27658  0.45
N  1.59752  0.61467  -0.35014  -0.22
N  2.75875  0.03097  0.25551  -0.64
H  -2.41956  1.86755  0.48870  0.32
H  -1.29332  1.14350  1.52026  0.30
H  -0.83046  2.65209  0.48617  0.30
H  -1.07564  0.77713  -1.53049  0.39
H  0.74235  -2.18726  0.33257  0.41
H  1.67699  1.68132  -0.98879  0.28
H  2.41494  -0.17836  1.27967  0.32
H  2.81280  -0.90493  -0.25711  0.31

E_HOMO: -0.3094 Ha
LUMO: 0.5 eV

***

Quick one: least stable of them? B)